[1]
Entry from OMol25: C17H30BrCaN9O5S as an isolated structure (ωB97M-V/def2-TZVPD).

Values from the calculation:
Strongest force on any atom = 0.996 eV/A
HOMO = -0.9 eV
LUMO level = 4.45 eV

```
! RIJCOSX wB97M-V def2-TZVPD def2/J DEFGRID3
* xyz -2 1
Ca -0.305 0.076 -0.212
C 0.260 5.168 -3.011
C 0.007 3.703 -3.236
C 0.247 3.084 -4.454
C 0.034 1.723 -4.608
C -0.419 1.035 -3.499
Br -0.721 -0.830 -3.499
N -0.667 1.599 -2.338
C -0.457 2.900 -2.199
H 0.570 5.659 -3.935
H 1.046 5.313 -2.268
H -0.636 5.670 -2.642
H 0.617 3.665 -5.293
H 0.230 1.220 -5.544
H -0.657 3.290 -1.205
C 0.131 -2.505 5.133
N -0.563 -2.422 3.863
C -1.964 -2.095 4.040
C 0.132 -1.674 2.862
N -0.334 -0.625 2.285
N 1.348 -2.222 2.563
C 2.053 -1.898 1.244
N 3.469 -1.852 1.623
N 1.555 -1.751 0.153
H -0.330 -3.282 5.750
H 0.078 -1.555 5.695
H 1.181 -2.751 4.989
H -2.429 -2.890 4.629
H -2.477 -2.003 3.083
H -2.107 -1.146 4.587
H -1.263 -0.380 2.616
H 1.392 -3.201 2.796
H 3.568 -1.289 2.460
H 3.934 -1.383 0.852
H 2.068 -0.114 -0.912
O -4.477 -1.034 -0.496
S -3.313 -0.739 0.332
O -3.661 -0.721 1.773
O -2.758 0.639 -0.012
O -2.177 -1.666 0.066
C -2.331 2.236 4.659
C -3.065 2.095 3.337
N -2.113 1.923 2.271
C -0.875 2.472 2.221
N -0.221 2.437 1.106
C 1.139 2.956 1.047
C 1.821 2.977 2.405
C 0.901 3.658 3.398
N -0.363 2.961 3.427
C -1.261 3.303 4.506
H -1.851 1.288 4.912
H -3.024 2.502 5.462
H -3.692 2.988 3.176
H -3.718 1.221 3.317
H -2.453 1.493 1.382
H 1.126 3.981 0.636
H 1.695 2.332 0.337
H 2.781 3.499 2.357
H 2.003 1.949 2.730
H 0.773 4.719 3.121
H 1.317 3.637 4.411
H -1.733 4.289 4.346
H -0.659 3.383 5.417
O 1.650 0.736 -1.054
*
```

[2]
Entry from OMol25: B4F16Mn as an isolated structure at a distorted geometry (ωB97M-V/def2-TZVPD).

Values from the calculation:
Strongest force on any atom = 2.354 eV/A
HOMO (spin up / spin down) = -4.8 / -6.2 eV
LUMO level (spin up / spin down) = 5.53 / 5.53 eV

```
! RIJCOSX wB97M-V def2-TZVPD def2/J DEFGRID3
* xyz -2 6
Mn 0.261 -0.051 -0.152
B -1.114 -1.946 -1.031
F -0.908 -1.866 0.356
F -2.101 -2.817 -1.413
F -1.379 -0.605 -1.446
F 0.140 -2.223 -1.634
B 2.317 -0.638 1.138
F 1.120 -0.908 1.793
F 2.445 -1.390 -0.047
F 2.062 0.686 0.666
F 3.423 -0.779 1.961
B -1.994 0.968 2.309
F -1.076 0.913 1.152
F -3.032 1.815 1.984
F -2.392 -0.348 2.578
F -1.278 1.467 3.412
B 0.757 1.515 -2.362
F 1.506 2.698 -2.238
F -0.220 1.589 -1.302
F 0.018 1.606 -3.549
F 1.443 0.315 -2.175
*
```

[3]
Entry from OMol25: a 11-piece molecular cluster, C5H35N2O10 overall at a distorted geometry (ωB97M-V/def2-TZVPD).

Values from the calculation:
Strongest force on any atom = 8.821 eV/A
HOMO = -11.4 eV
LUMO level = -2.46 eV

```
! RIJCOSX wB97M-V def2-TZVPD def2/J DEFGRID3
* xyz 1 1
N 1.152 0.806 -1.235
C -0.177 0.757 -1.907
C -1.359 0.677 -1.007
N -1.889 -0.683 -1.168
C -3.278 -0.672 -1.707
C -2.824 -0.917 -3.269
C -1.864 -1.383 0.151
H 1.955 0.631 -1.865
H 1.292 1.750 -0.611
H 1.259 0.073 -0.366
H -0.330 1.713 -2.571
H -0.232 -0.006 -2.664
H -2.156 1.513 -1.268
H -1.135 0.880 0.196
H -3.826 0.302 -1.721
H -3.697 -1.448 -1.298
H -2.708 -0.033 -3.881
H -1.811 -1.355 -3.369
H -3.670 -1.621 -3.689
H -2.259 -2.444 -0.145
H -2.365 -0.888 0.942
H -0.863 -1.254 0.462
H 3.151 -1.952 -1.841
H 4.413 -1.162 -1.167
O 3.562 -1.019 -1.684
H 2.283 -4.259 -0.890
H 1.496 -3.067 -1.449
O 2.337 -3.261 -0.827
H 2.714 3.408 -0.178
H 1.680 2.912 0.983
O 2.113 2.751 0.171
H -0.795 -1.266 3.614
H -1.785 -0.710 4.661
O -1.611 -0.685 3.697
H 0.785 2.329 2.679
H 0.189 3.478 2.097
O 0.995 3.282 2.427
H 0.870 -3.063 -3.419
H -0.214 -2.162 -2.622
O 0.777 -2.378 -2.703
H 1.190 -1.614 2.248
H 1.558 -1.353 3.633
O 0.774 -1.577 3.071
H -1.566 4.446 0.193
H -2.339 4.077 1.515
O -1.508 3.807 0.934
H 2.343 -1.952 0.327
H 2.610 -0.495 1.189
O 1.983 -1.136 0.850
H -1.916 1.970 2.864
H -1.024 0.697 2.951
O -1.037 1.503 2.530
*
```

[4]
Entry from OMol25: a 10-piece molecular cluster, C10H40N10O10 overall at a distorted geometry (ωB97M-V/def2-TZVPD).

Values from the calculation:
Strongest force on any atom = 6.810 eV/A
Structure (SMILES) = NC(N)=O.NC(N)=O.NC(N)=O.NC(N)=O.NC(N)=O.CO.CO.CO.CO.CO
HOMO = -9.5 eV
LUMO level = 0.42 eV

```
! RIJCOSX wB97M-V def2-TZVPD def2/J DEFGRID3
* xyz 0 1
N 2.920 -2.380 1.254
C 3.768 -1.964 2.165
N 4.511 -2.940 2.508
O 3.878 -0.798 2.468
H 2.606 -3.330 1.393
H 2.393 -1.643 0.807
H 5.423 -2.826 2.929
H 4.093 -3.851 2.385
N 0.288 -1.047 2.582
C -0.046 -2.165 3.189
N -1.269 -2.483 2.971
O 0.730 -2.803 3.855
H -0.285 -0.602 1.879
H 1.212 -0.700 2.796
H -1.813 -1.874 2.377
H -1.506 -3.381 3.367
N 4.091 -0.660 -2.356
C 3.458 -0.232 -1.210
N 4.268 0.494 -0.482
O 2.339 -0.540 -0.856
H 3.508 -1.311 -2.865
H 5.011 -0.295 -2.553
H 4.159 0.630 0.513
H 5.128 0.784 -0.925
N -2.210 -2.080 -5.095
C -1.535 -1.228 -4.335
N -1.556 -1.727 -3.140
O -0.986 -0.210 -4.660
H -2.778 -2.880 -4.855
H -2.165 -1.793 -6.062
H -1.182 -1.168 -2.386
H -2.122 -2.562 -3.092
N -0.105 -3.527 -0.027
C -1.208 -4.151 -0.057
N -1.078 -5.475 -0.069
O -2.269 -3.682 -0.016
H -0.282 -2.548 0.150
H 0.755 -4.042 0.097
H -1.911 -6.030 -0.203
H -0.200 -5.846 0.267
C -0.608 5.025 1.649
O -0.020 5.651 2.758
H -1.060 5.705 0.927
H 0.112 4.410 1.109
H -1.402 4.344 1.956
H -0.169 6.590 2.629
C -3.877 2.564 -1.363
O -3.897 3.975 -1.308
H -3.672 1.996 -0.455
H -4.837 2.298 -1.806
H -3.063 2.269 -2.025
H -4.334 4.285 -2.104
C -0.616 1.247 -0.402
O -0.378 -0.125 -0.463
H -0.441 1.688 -1.383
H -1.546 1.654 -0.005
H 0.074 1.723 0.294
H 0.544 -0.285 -0.678
C 2.506 3.641 -1.021
O 2.452 3.319 -2.401
H 2.051 4.623 -0.892
H 1.807 3.022 -0.457
H 3.553 3.657 -0.720
H 1.641 3.680 -2.767
C -3.472 1.258 2.502
O -4.569 0.843 1.774
H -2.574 0.641 2.543
H -3.239 2.243 2.098
H -3.746 1.410 3.546
H -5.252 1.518 1.759
*
```

What is the formula in the first record? C17H30BrCaN9O5S